[1]
Computed, not measured: a cluster of 2 separate species, C4H12 in total in a non-equilibrium geometry, with wB97M-V/def2-TZVPD.

Properties
SMILES: CC.CC
energy above the lowest of the compared OMol25 structures with the same formula, charge and spin: 4.7 kcal per mole
strongest force on any atom: 0.0234 Eh/bohr
LUMO: 1.17 eV
2S+1: 1

```
16
C4H12 (wB97M-V/def2-TZVPD)
C 2.091 0.057 -0.891
C 1.023 -0.499 -1.803
H 2.903 0.470 -1.501
H 1.781 0.904 -0.281
H 2.544 -0.685 -0.267
H 0.191 -0.946 -1.273
H 1.343 -1.225 -2.555
H 0.638 0.285 -2.452
C -1.668 0.950 1.495
C -1.436 -0.525 1.220
H -0.799 1.411 1.956
H -1.809 1.544 0.595
H -2.490 1.135 2.183
H -0.675 -0.812 0.519
H -2.361 -0.994 0.893
H -1.102 -0.976 2.159
```

=====

[2]
Computed, not measured: a cluster of 9 separate species, C42H96F9N7O6PS in total in a non-equilibrium geometry, with wB97M-V/def2-TZVPD.

Properties
energy above the lowest of the compared OMol25 structures with the same formula, charge and spin: 0.0 kcal per mole
strongest force on any atom: 0.0475 Eh/bohr
LUMO: -11.76 eV
2S+1: 1
total charge: +5

```
162
C42H96F9N7O6PS (wB97M-V/def2-TZVPD)
C 7.131 -1.456 -2.149
C 5.772 -1.883 -1.687
O 5.073 -2.734 -2.106
N 5.276 -1.148 -0.436
H 5.387 -1.711 0.411
H 5.932 -0.393 -0.192
C 3.898 -0.498 -0.524
H 7.295 -1.674 -3.200
H 7.853 -1.961 -1.501
H 7.218 -0.369 -2.054
H 3.204 -1.334 -0.509
H 3.854 0.106 -1.421
H 3.733 0.080 0.382
C 1.183 -3.400 2.131
C 1.778 -4.298 1.111
O 1.957 -4.114 -0.039
N 2.197 -5.678 1.671
H 3.202 -5.645 1.861
H 1.759 -5.926 2.567
C 1.848 -6.849 0.789
H 0.218 -3.719 2.535
H 0.992 -2.452 1.622
H 1.864 -3.216 2.963
H 2.372 -6.783 -0.162
H 0.784 -6.895 0.583
H 2.240 -7.744 1.267
C 6.218 -1.757 6.615
C 5.319 -0.922 5.778
O 5.156 0.234 5.860
N 4.474 -1.685 4.677
H 5.001 -2.098 3.911
H 4.050 -2.476 5.173
C 3.309 -0.807 4.220
H 7.221 -1.569 6.204
H 6.090 -2.836 6.526
H 6.239 -1.429 7.650
H 2.680 -0.789 5.102
H 2.877 -1.153 3.284
H 3.701 0.172 3.958
C -4.870 -6.282 0.148
C -4.066 -4.994 0.033
C -4.567 -3.857 0.909
N -3.889 -2.531 0.671
C -2.419 -2.516 0.742
C -4.339 -1.983 -0.677
C -4.347 -0.455 -0.579
C -4.388 -0.179 0.948
C -4.495 -1.541 1.618
H -4.982 -6.632 1.172
H -4.291 -7.044 -0.382
H -5.818 -6.259 -0.384
H -4.002 -4.677 -1.015
H -3.012 -5.165 0.290
H -4.485 -4.085 1.974
H -5.626 -3.697 0.710
H -2.142 -2.643 1.788
H -2.083 -1.529 0.425
H -2.030 -3.263 0.058
H -3.547 -2.302 -1.361
H -5.225 -2.455 -1.088
H -3.447 0.013 -0.962
H -5.254 -0.074 -1.040
H -3.436 0.270 1.239
H -5.171 0.474 1.325
H -3.975 -1.639 2.576
H -5.537 -1.809 1.778
C -3.449 3.166 0.446
C -4.621 3.690 1.270
C -5.880 3.864 0.443
N -7.079 4.335 1.208
C -6.802 5.559 2.006
C -7.706 3.225 1.997
C -8.430 2.366 0.986
C -8.859 3.350 -0.116
C -8.170 4.656 0.164
H -2.650 2.661 0.986
H -2.935 3.911 -0.168
H -3.710 2.410 -0.308
H -4.305 4.658 1.667
H -4.727 3.044 2.144
H -6.116 2.891 0.007
H -5.715 4.523 -0.408
H -6.388 6.307 1.338
H -6.123 5.295 2.813
H -7.728 5.882 2.474
H -8.333 3.661 2.774
H -6.916 2.684 2.516
H -9.257 1.722 1.267
H -7.693 1.647 0.608
H -9.928 3.530 0.018
H -8.780 2.936 -1.119
H -8.779 5.407 0.665
H -7.701 5.201 -0.653
C 2.442 5.606 2.947
C 2.760 6.070 1.520
C 2.304 5.050 0.491
N 2.394 5.548 -0.923
C 1.463 6.708 -1.098
C 2.031 4.389 -1.826
C 3.357 3.661 -2.049
C 4.478 4.673 -1.747
C 3.768 5.961 -1.369
H 1.367 5.506 3.092
H 2.741 6.395 3.635
H 2.995 4.694 3.159
H 3.846 6.182 1.465
H 2.308 7.051 1.373
H 1.277 4.752 0.704
H 2.901 4.141 0.584
H 1.290 6.834 -2.164
H 1.933 7.609 -0.720
H 0.541 6.503 -0.562
H 1.642 4.841 -2.740
H 1.216 3.867 -1.334
H 3.447 3.134 -2.994
H 3.350 2.879 -1.281
H 5.101 4.828 -2.624
H 5.108 4.312 -0.935
H 3.577 6.532 -2.278
H 4.234 6.589 -0.620
C 1.694 0.209 -3.339
C 1.726 -1.223 -3.946
C 2.937 -1.397 -4.853
N 2.847 -2.537 -5.831
C 1.829 -2.239 -6.886
C 2.548 -3.851 -5.130
C 3.054 -4.924 -6.076
C 4.275 -4.297 -6.763
C 4.231 -2.798 -6.467
H 0.834 0.758 -3.718
H 2.525 0.870 -3.617
H 1.659 0.261 -2.250
H 0.787 -1.278 -4.488
H 1.789 -1.957 -3.146
H 3.802 -1.615 -4.222
H 3.217 -0.522 -5.440
H 1.494 -3.175 -7.327
H 2.283 -1.592 -7.629
H 0.949 -1.792 -6.435
H 1.472 -3.845 -4.963
H 3.069 -3.813 -4.174
H 2.269 -5.223 -6.769
H 3.305 -5.819 -5.508
H 4.272 -4.475 -7.836
H 5.178 -4.771 -6.385
H 4.330 -2.180 -7.351
H 4.888 -2.553 -5.637
C -1.479 -1.268 4.455
F -0.537 -0.752 5.254
F -2.017 -0.250 3.779
F -0.879 -2.144 3.580
S -2.784 -2.242 5.294
O -3.307 -1.317 6.255
O -3.630 -2.527 4.147
O -1.992 -3.350 5.777
P 0.464 1.225 1.018
F 0.091 2.743 1.338
F 1.708 1.701 0.059
F 1.339 1.215 2.387
F 0.968 -0.348 0.831
F -0.766 0.621 1.815
F -0.443 1.238 -0.316
```

=====

[3]
Computed, not measured: a structure of composition C6H15N3 in a non-equilibrium geometry, with wB97M-V/def2-TZVPD.

Properties
energy above the lowest of the compared OMol25 structures with the same formula, charge and spin: 278.3 kcal per mole
strongest force on any atom: 0.1247 Eh/bohr
LUMO: 0.38 eV
2S+1: 1

```
24
C6H15N3 (wB97M-V/def2-TZVPD)
C -1.271 -1.450 -1.117
C 0.099 -0.848 -1.361
C 0.720 -0.621 -0.019
C 1.578 0.721 0.423
C 0.155 0.753 0.943
C -0.854 1.733 0.238
H -1.468 -1.460 0.242
H -1.475 -2.365 -1.821
H -1.800 -0.428 -1.215
H 0.969 -1.500 -1.914
H -0.331 0.161 -3.137
H 1.059 0.725 -2.437
H 0.304 -1.992 1.566
H 2.386 -1.238 1.327
H 2.042 0.362 1.571
H 1.773 1.608 -0.101
H -0.978 2.456 1.214
H -0.301 2.303 -0.682
H -1.966 1.167 -0.089
H -1.735 0.863 2.549
H 0.231 -0.188 2.931
N 0.033 0.371 -2.185
N 1.204 -1.816 0.643
N -0.374 0.685 2.434
```

=====

[4]
Computed, not measured: the molecule C21H27NO4, with wB97M-V/def2-TZVPD.

Properties
SMILES: CCCOc1ccc([C@@H](O)CCN[C@@H](CC(=O)O)c2ccccc2)cc1
energy above the lowest of the compared OMol25 structures with the same formula, charge and spin: 35.9 kcal per mole
strongest force on any atom: 0.0134 Eh/bohr
LUMO: 0.68 eV
2S+1: 1

```
53
C21H27NO4 (wB97M-V/def2-TZVPD)
C -5.678 -2.262 -0.684
C -4.960 -1.973 0.628
C -3.534 -2.529 0.616
O -2.722 -1.936 -0.376
C -2.258 -0.668 -0.207
C -1.604 -0.117 -1.310
C -1.063 1.149 -1.250
C -1.153 1.908 -0.087
C -0.568 3.301 -0.023
O -1.563 4.271 0.246
C 0.581 3.407 0.996
C 1.775 2.511 0.671
N 1.593 1.185 1.235
C 2.704 0.284 0.974
C 2.520 -0.987 1.819
C 3.739 -1.866 1.714
O 4.879 -1.497 1.787
O 3.412 -3.151 1.523
C 2.868 -0.078 -0.489
C 1.842 -0.713 -1.178
C 1.981 -1.022 -2.518
C 3.150 -0.704 -3.188
C 4.179 -0.074 -2.509
C 4.037 0.239 -1.168
C -1.811 1.359 1.005
C -2.358 0.088 0.957
H -6.670 -1.818 -0.682
H -5.113 -1.849 -1.517
H -5.778 -3.335 -0.836
H -5.499 -2.427 1.461
H -4.927 -0.894 0.791
H -3.070 -2.434 1.606
H -3.555 -3.589 0.348
H -1.534 -0.709 -2.210
H -0.559 1.554 -2.115
H -0.186 3.573 -1.013
H -1.968 4.065 1.097
H 0.218 3.149 1.993
H 0.902 4.450 1.011
H 2.676 2.929 1.131
H 1.936 2.491 -0.421
H 0.733 0.780 0.877
H 3.617 0.785 1.319
H 1.644 -1.552 1.503
H 2.393 -0.691 2.862
H 4.211 -3.699 1.457
H 0.922 -0.966 -0.669
H 1.175 -1.517 -3.040
H 3.259 -0.947 -4.235
H 5.095 0.175 -3.025
H 4.843 0.726 -0.639
H -1.899 1.920 1.925
H -2.854 -0.297 1.834
```

=====

[5]
Computed, not measured: a cluster of 6 separate species, CH13O5S in total in a non-equilibrium geometry, with wB97M-V/def2-TZVPD.

Properties
energy above the lowest of the compared OMol25 structures with the same formula, charge and spin: 23.0 kcal per mole
strongest force on any atom: 0.0723 Eh/bohr
LUMO (spin up / spin down): 0.04 / -3.73 eV
2S+1: 2

```
20
CH13O5S (wB97M-V/def2-TZVPD)
C -0.636 -0.651 2.551
S -0.235 1.152 1.962
H -1.150 -0.971 3.438
H 0.313 -1.183 2.505
H -1.204 -1.091 1.735
H -2.204 0.752 0.059
H -2.235 1.847 -0.827
O -2.692 1.007 -0.739
H -2.059 -1.426 -1.276
H -0.582 -1.737 -0.976
O -1.444 -2.152 -1.248
H 2.817 -0.404 0.714
H 1.244 -0.003 0.838
O 1.960 -0.700 0.460
H 2.281 -0.339 -1.499
H 1.727 0.352 -2.742
O 2.463 -0.161 -2.418
H 1.171 2.040 -1.298
H 0.224 1.753 -0.137
O 0.239 1.915 -1.100
```

=====

[6]
Computed, not measured: a cluster of 4 separate species, C4H15NO3 in total in a non-equilibrium geometry, with wB97M-V/def2-TZVPD.

Properties
SMILES: CC(C)=CN.O.O.O
energy above the lowest of the compared OMol25 structures with the same formula, charge and spin: 27.9 kcal per mole
strongest force on any atom: 0.0288 Eh/bohr
LUMO: 0.27 eV
2S+1: 1

```
23
C4H15NO3 (wB97M-V/def2-TZVPD)
C 2.117 -0.746 0.103
C 1.094 -0.639 -1.018
C 1.173 -1.679 -2.116
C 0.249 0.400 -1.085
N 0.423 1.580 -0.318
H 1.650 -0.519 1.059
H 2.552 -1.741 0.123
H 2.943 -0.049 -0.086
H 0.987 -1.292 -3.114
H 2.185 -2.086 -2.083
H 0.480 -2.492 -1.882
H -0.429 0.489 -1.924
H -0.337 2.229 -0.493
H 0.553 1.363 0.667
O -2.336 -0.223 1.706
H -1.374 -0.364 1.747
H -2.671 -0.648 0.918
O -2.784 -0.127 -1.161
H -2.102 -0.786 -0.937
H -3.062 0.273 -0.339
O 0.861 1.492 2.907
H 0.445 0.629 3.074
H 1.786 1.276 2.763
```

=====

[7]
Computed, not measured: a cluster of 2 separate species, C9H13NO in total in a non-equilibrium geometry, with wB97M-V/def2-TZVPD.

Properties
SMILES: Cc1ccccc1.CC(N)=O
energy above the lowest of the compared OMol25 structures with the same formula, charge and spin: 38.1 kcal per mole
strongest force on any atom: 0.0962 Eh/bohr
LUMO: 0.80 eV
2S+1: 1

```
24
C9H13NO (wB97M-V/def2-TZVPD)
C 1.758 2.229 -2.406
C 1.421 1.597 -1.085
C 0.169 2.074 -0.485
C -0.194 1.555 0.823
C 0.530 0.506 1.283
C 1.612 -0.153 0.519
C 2.098 0.465 -0.619
H 2.800 2.548 -2.567
H 1.320 3.097 -2.615
H 1.552 1.603 -3.291
H -0.321 2.932 -0.796
H -0.817 2.077 1.566
H 0.241 0.125 2.222
H 2.113 -1.062 0.846
H 2.868 -0.102 -1.224
C -1.455 -2.213 -0.868
C -1.777 -1.771 0.588
N -0.981 -2.225 1.662
O -2.804 -1.220 0.917
H -1.983 -1.630 -1.601
H -1.773 -3.248 -1.049
H -0.380 -2.202 -1.150
H -1.319 -2.259 2.654
H 0.024 -2.270 1.536
```

=====

[8]
Computed, not measured: a structure of composition C21H46N4O3PtSSi2Te in a non-equilibrium geometry, with wB97M-V/def2-TZVPD.

Properties
energy above the lowest of the compared OMol25 structures with the same formula, charge and spin: 14.7 kcal per mole
strongest force on any atom: 0.0399 Eh/bohr
LUMO: -6.47 eV
2S+1: 1
total charge: +2

```
79
C21H46N4O3PtSSi2Te (wB97M-V/def2-TZVPD)
Pt 0.058 -1.348 0.187
N -0.480 0.326 1.698
C -1.825 0.913 1.446
C -2.870 -0.086 0.966
C -3.209 -1.215 1.942
C -2.812 -2.591 1.434
N -1.333 -2.686 1.369
H -0.412 -0.028 2.648
H 0.243 1.035 1.618
H -1.701 1.663 0.669
H -2.167 1.421 2.350
H -2.514 -0.523 0.025
H -3.767 0.477 0.705
H -4.277 -1.230 2.160
H -2.722 -1.045 2.910
H -3.201 -2.779 0.433
H -3.215 -3.359 2.096
H -1.064 -3.610 1.039
H -0.983 -2.618 2.322
C 2.288 2.877 -3.669
C 2.703 2.210 -2.423
C 3.812 2.724 -1.591
O 2.371 0.997 -2.314
C 0.619 3.490 -0.905
O 1.277 4.438 -0.957
O 0.046 2.481 -0.905
H 3.077 2.616 -4.386
H 2.257 3.960 -3.575
H 1.340 2.490 -4.035
H 4.714 2.393 -2.120
H 3.802 2.287 -0.591
H 3.820 3.808 -1.524
H 2.692 0.510 -1.463
C -1.337 -1.896 -5.773
Si -2.630 -2.235 -4.465
C -3.714 -0.741 -4.187
C -3.597 -3.777 -4.844
C -1.745 -2.546 -2.801
Te -0.197 -1.156 -2.380
C 1.374 -2.294 -3.240
Si 1.597 -4.169 -2.868
C 0.612 -4.766 -1.383
C 3.421 -4.389 -2.563
C 1.034 -5.058 -4.407
H -1.824 -1.631 -6.714
H -0.718 -2.775 -5.967
H -0.681 -1.059 -5.514
H -4.162 -0.395 -5.120
H -3.148 0.096 -3.770
H -4.530 -0.973 -3.499
H -4.223 -3.642 -5.729
H -4.255 -4.050 -4.017
H -2.932 -4.620 -5.040
H -1.297 -3.538 -2.740
H -2.467 -2.444 -1.987
H 2.296 -1.753 -3.018
H 1.211 -2.180 -4.316
H 0.185 -3.932 -0.822
H 1.267 -5.314 -0.704
H -0.199 -5.432 -1.683
H 3.731 -3.865 -1.656
H 4.017 -4.013 -3.397
H 3.663 -5.446 -2.437
H -0.017 -4.855 -4.631
H 1.138 -6.138 -4.280
H 1.626 -4.773 -5.279
C 4.611 -1.311 4.300
C 3.866 -0.432 3.351
C 3.653 0.922 3.607
C 2.940 1.644 2.676
N 2.484 1.103 1.537
C 2.755 -0.193 1.381
S 2.262 -0.965 -0.160
N 3.391 -0.984 2.227
H 5.596 -0.893 4.511
H 4.723 -2.307 3.883
H 4.080 -1.376 5.251
H 4.032 1.389 4.506
H 2.729 2.697 2.828
```

=====

[9]
Computed, not measured: a structure of composition C44H36CoN4O5S3 in a non-equilibrium geometry, with wB97M-V/def2-TZVPD.

Properties
energy above the lowest of the compared OMol25 structures with the same formula, charge and spin: 0.0 kcal per mole
strongest force on any atom: 0.0289 Eh/bohr
LUMO (spin up / spin down): 3.84 / 3.82 eV
2S+1: 4
total charge: -2

```
93
C44H36CoN4O5S3 (wB97M-V/def2-TZVPD)
Co 0.258 -0.071 1.357
O -1.806 2.176 -0.032
C -1.511 2.122 -1.400
C -0.267 1.183 -1.699
O -0.002 0.953 -2.884
O 0.399 0.801 -0.698
C -2.779 1.726 -2.171
C -2.795 0.944 -3.324
C -3.998 0.641 -3.952
C -5.200 1.115 -3.451
C -5.193 1.892 -2.300
C -3.996 2.191 -1.670
C -1.041 3.503 -1.845
C -0.992 3.856 -3.191
C -0.482 5.085 -3.577
C -0.020 5.987 -2.627
C -0.086 5.647 -1.284
C -0.594 4.415 -0.895
H -1.819 1.236 0.321
H -1.859 0.572 -3.715
H -3.989 0.015 -4.837
H -6.132 0.889 -3.957
H -6.127 2.255 -1.886
H -3.984 2.790 -0.769
H -1.345 3.158 -3.938
H -0.436 5.342 -4.630
H 0.383 6.946 -2.932
H 0.268 6.342 -0.532
H -0.654 4.142 0.148
S 2.698 -0.003 1.397
C 3.175 -0.647 2.942
C 4.531 -0.643 3.269
C 5.010 -1.148 4.475
C 6.410 -1.166 4.738
N 7.547 -1.181 4.927
C 4.081 -1.643 5.413
C 2.729 -1.650 5.097
C 2.238 -1.195 3.866
S 0.556 -1.360 3.516
C 4.528 -2.156 6.667
N 4.880 -2.577 7.680
H 5.226 -0.242 2.543
H 2.025 -2.032 5.825
O 0.465 -1.925 0.009
S 1.572 -1.701 -0.977
C 0.966 -2.350 -2.566
C 1.820 -2.186 -3.649
C 1.465 -2.687 -4.889
C 0.239 -3.323 -5.051
C -0.625 -3.444 -3.974
C -0.262 -2.957 -2.725
C 2.623 -3.183 -0.721
C 3.956 -3.170 -1.097
C 4.723 -4.317 -0.949
C 4.160 -5.465 -0.411
C 2.833 -5.458 0.004
C 2.065 -4.314 -0.148
H 2.755 -1.656 -3.511
H 2.135 -2.571 -5.732
H -0.045 -3.710 -6.023
H -1.594 -3.911 -4.108
H -0.933 -3.038 -1.881
H 4.399 -2.264 -1.493
H 5.764 -4.318 -1.250
H 4.756 -6.363 -0.301
H 2.397 -6.345 0.446
H 1.033 -4.272 0.179
C -2.856 -1.562 -0.283
C -2.716 -0.985 1.133
C -2.482 -2.141 2.114
C -4.024 -0.263 1.500
O -1.676 -0.065 1.190
H -3.577 -2.388 -0.300
H -1.880 -1.925 -0.595
H -3.186 -0.791 -0.982
H -3.372 -2.773 2.184
H -2.240 -1.743 3.102
H -1.634 -2.740 1.777
H -4.886 -0.929 1.392
H -4.159 0.601 0.846
H -3.979 0.085 2.537
N -1.102 6.732 3.882
C -0.855 5.664 3.535
C -0.535 4.336 3.125
C -1.407 3.276 3.368
C -1.020 1.996 3.032
N 0.150 1.700 2.459
C 0.972 2.722 2.201
C 0.682 4.033 2.517
H -2.371 3.449 3.827
H -1.665 1.150 3.225
H 1.921 2.461 1.749
H 1.393 4.819 2.299
```